Below is a structure of composition C35H35MoN5O6Si at a distorted geometry, with properties calculated with the ωB97M-V functional and the def2-TZVPD basis.

The geometry in XYZ format:
```
83
Properties=species:S:1:pos:R:3:forces:R:3
Mo -0.27857 -0.81171 0.95806 0.63 -0.67 -0.87
O 3.13200 -1.15920 -2.16189 0.02 0.01 0.00
C 3.69279 0.05454 -1.94034 0.01 -0.06 -0.03
C 4.72712 0.51685 -2.75390 -0.03 0.01 -0.01
C 5.31329 1.74661 -2.52400 0.00 0.02 0.02
C 4.88078 2.54194 -1.46943 -0.02 -0.04 -0.03
C 3.86759 2.07702 -0.65364 -0.03 0.03 -0.01
C 3.25525 0.84058 -0.86827 0.05 0.10 0.12
C 2.19906 0.39652 0.07005 0.09 0.07 -0.08
O 1.40509 -0.53357 -0.29387 -0.08 0.06 0.24
N 2.16173 0.97297 1.26401 -0.22 -0.13 -0.04
N 1.17173 0.35572 1.98291 0.15 0.26 -0.11
C 1.13757 0.47227 3.25546 -0.12 -0.19 0.26
C 0.23504 -0.45279 3.94692 0.13 0.29 -0.13
C -0.01932 -0.39741 5.30694 -0.02 -0.03 0.10
C -0.85663 -1.34764 5.86468 0.02 0.07 0.03
C -1.41732 -2.32111 5.05223 0.02 -0.05 -0.06
C -1.12969 -2.29857 3.69942 0.06 -0.06 0.01
N -0.31359 -1.39685 3.16250 -0.12 0.18 -0.01
H 3.56927 -1.57558 -2.91252 0.01 -0.02 0.01
H 5.07230 -0.10913 -3.56980 -0.01 0.00 -0.01
H 6.11671 2.08188 -3.16752 -0.01 0.00 -0.01
H 5.33192 3.50720 -1.28612 0.00 0.00 0.00
H 3.51795 2.66940 0.18075 0.01 -0.01 0.01
H 1.80635 1.14882 3.77521 0.02 -0.07 0.05
H 0.42294 0.38981 5.90139 0.01 -0.02 0.01
H -1.07948 -1.32358 6.92320 0.01 -0.01 0.00
H -2.06904 -3.08429 5.45188 -0.01 0.01 0.00
H -1.55750 -3.01809 3.01286 -0.01 0.00 0.00
O 3.11290 -3.69766 1.01001 -0.02 0.03 0.02
C 2.78401 -4.34036 -0.12714 0.03 -0.02 -0.01
C 3.75600 -5.18024 -0.67447 -0.05 -0.01 -0.04
C 3.50330 -5.86853 -1.84192 0.02 -0.02 -0.01
C 2.27780 -5.73596 -2.49333 0.00 0.01 0.01
C 1.31558 -4.90766 -1.95477 -0.02 -0.03 -0.01
C 1.54308 -4.20201 -0.77043 0.08 0.03 0.22
C 0.50969 -3.28143 -0.25279 0.13 -0.01 -0.24
O 0.74642 -2.63945 0.87285 -0.38 0.14 0.06
N -0.57501 -3.11081 -0.94351 -0.13 0.23 0.14
N -1.35448 -2.12464 -0.34205 0.29 -0.24 -0.03
C -2.54910 -1.99809 -0.78114 -0.33 0.07 -0.04
C -3.53727 -1.12556 -0.18373 0.16 -0.14 -0.15
C -4.82168 -1.08492 -0.73864 -0.07 0.07 -0.02
C -5.83451 -0.36829 -0.13929 0.04 -0.03 0.01
C -5.57331 0.30310 1.05766 -0.02 0.02 0.03
C -4.31833 0.27502 1.62932 -0.08 0.00 -0.09
C -3.27765 -0.42166 1.00542 0.26 0.12 0.08
O -2.09076 -0.42095 1.59234 -0.42 -0.10 0.37
H 2.35961 -3.11983 1.24420 0.00 0.00 0.00
H 4.70218 -5.26839 -0.15769 0.00 0.01 0.00
H 4.26752 -6.51682 -2.25281 0.00 0.00 0.00
H 2.08240 -6.27487 -3.41037 0.00 0.00 0.00
H 0.35831 -4.78176 -2.44142 0.01 0.01 0.00
H -2.83719 -2.62599 -1.62199 -0.05 -0.04 0.06
H -5.00995 -1.63216 -1.65529 0.00 -0.01 0.01
H -6.82211 -0.34355 -0.57850 0.00 0.02 0.00
H -6.36801 0.85224 1.54808 0.00 0.00 -0.01
H -4.09582 0.78256 2.55858 0.01 0.01 -0.01
C -1.53196 1.84092 -4.14326 -0.05 -0.09 -0.10
Si -0.94019 2.76628 -2.64067 0.02 -0.01 0.02
C -2.07161 4.20353 -2.27822 -0.08 0.11 0.04
C 0.79754 3.38263 -2.90792 0.12 0.06 -0.02
C -0.92068 1.60558 -1.23373 -0.06 -0.10 0.08
C -0.75427 0.73637 -0.39513 -0.03 0.04 0.11
H -1.43836 2.44535 -5.04857 -0.01 0.00 0.00
H -2.57697 1.54302 -4.03579 0.01 0.00 0.00
H -0.93652 0.93464 -4.27118 -0.01 0.00 -0.03
H -2.19651 4.83198 -3.16329 0.01 0.01 0.01
H -1.66292 4.82687 -1.47928 -0.02 0.01 0.01
H -3.05956 3.85616 -1.96900 -0.01 0.01 -0.01
H 0.82191 4.16871 -3.66713 0.03 -0.01 0.00
H 1.45000 2.56945 -3.23430 0.01 0.00 0.01
H 1.21647 3.78772 -1.98360 -0.01 0.01 -0.02
C -0.19942 3.69737 1.58299 -0.07 0.05 0.06
C -1.46914 3.05665 2.09605 0.21 -0.05 -0.02
C -2.77317 3.64869 1.64302 -0.01 0.02 -0.02
O -1.42117 2.09796 2.83469 -0.07 0.10 0.19
H -0.37424 4.68040 1.14519 0.00 -0.01 0.01
H 0.21389 3.03744 0.81897 0.01 -0.02 -0.05
H 0.52792 3.76901 2.39126 0.00 0.00 0.00
H -2.86746 4.65870 2.05126 0.00 0.00 -0.02
H -3.60941 3.03557 1.96676 0.01 0.01 0.01
H -2.77313 3.73503 0.55652 -0.01 0.00 -0.07
```
Positions in Å, forces in eV/Å.

Values from the calculation:
HOMO energy (alpha / beta)   -7.40 / -7.87 eV
Molecular weight   745.72 g mol⁻¹
Relative energy (zero: lowest compared OMol25 entry of this formula, charge and spin)   19.6 kcal per mole
Spin multiplicity   3
Lowest unoccupied orbital energy (alpha / beta)   -0.5 / -1.0 eV
Electronic energy   -66333.07851 eV

Below is a structure of composition C35H36AsN5O10S3Tl at a distorted geometry, with properties calculated with the ωB97M-V functional and the def2-TZVPD basis.

The geometry in XYZ format:
```
91
Properties=species:S:1:pos:R:3:forces:R:3
Tl 1.11695 -0.32143 0.03513 -0.18 -0.33 0.39
C 0.10036 6.70070 4.58793 0.11 -1.08 0.13
C -1.24193 5.99863 4.34224 -0.78 -0.24 -0.44
N -1.61479 5.91355 2.92306 0.90 -1.70 0.39
C -2.52473 6.92945 2.46214 0.10 -0.77 -0.80
C -1.95614 8.32781 2.71395 -2.29 0.78 -0.20
C -1.40085 4.73544 2.21719 -0.71 1.10 -1.84
S -0.42909 3.45882 2.83355 -0.22 -0.18 -0.43
N -1.90455 4.70983 0.97007 -0.36 0.55 1.22
C -1.72159 3.66603 0.11797 1.23 0.18 -0.27
O -1.09002 2.64127 0.40716 -0.43 0.33 0.49
C -2.13968 3.93093 -1.34985 1.45 -0.44 2.14
C -1.46063 3.21621 -2.31109 0.31 -0.49 -1.70
C -1.73970 3.49968 -3.67627 -1.20 1.02 1.84
C -2.73526 4.46772 -3.96112 0.72 -1.21 -0.20
C -3.30424 5.24730 -2.94917 0.13 0.14 -0.95
C -2.90969 5.02156 -1.63247 -1.40 1.13 -0.01
H 0.33927 6.53403 5.62424 0.01 0.46 0.76
H 0.19162 7.75964 4.31990 -0.29 -0.41 0.07
H 0.89212 6.11145 4.11672 -0.12 0.27 -0.49
H -2.10602 6.48543 4.86698 0.80 -0.22 -0.28
H -1.24511 4.94002 4.68095 0.40 0.70 0.25
H -3.51352 6.65064 2.90044 0.36 1.02 -0.05
H -2.63048 6.76079 1.38967 -0.01 0.10 0.10
H -2.14103 8.62660 3.76517 0.37 0.04 -0.53
H -2.59903 9.00093 2.05364 1.04 -0.46 0.92
H -0.90312 8.43217 2.45083 -0.22 -0.17 -0.07
H -0.67763 2.50219 -2.00116 -0.63 0.30 -0.37
H -1.25185 3.01876 -4.48473 0.51 -0.65 -0.38
H -3.04109 4.51827 -5.02097 0.08 0.48 0.69
H -3.99239 6.02667 -3.30988 0.26 -0.21 0.76
H -3.17809 5.66486 -0.77760 -0.21 -0.38 -0.71
O 3.14936 -4.15639 -1.98416 0.13 0.87 0.76
As 1.99525 -2.84360 -2.37860 -0.33 0.24 0.13
O 1.02231 -3.31393 -3.64105 0.39 -0.12 1.14
O 1.45662 -2.49605 -0.76837 0.66 0.43 -2.49
C 3.21908 -1.38007 -3.12323 -1.11 -1.00 1.61
C 4.54816 -1.72635 -3.19853 0.89 1.59 -1.86
C 5.50500 -0.69973 -3.57055 -0.98 -1.31 1.40
C 5.12725 0.63249 -3.65096 -1.31 -1.25 0.01
C 3.74650 0.90140 -3.59910 1.21 1.29 -0.33
C 2.82188 -0.05864 -3.32307 -0.17 0.06 0.26
S 1.16427 0.57359 -3.11800 -1.53 -1.76 -2.27
O 1.20360 1.58109 -2.07174 0.59 1.02 -0.39
O 0.72942 0.94281 -4.48235 0.79 0.86 1.47
O 0.39896 -0.57789 -2.66239 -0.13 -0.41 0.64
H 3.42110 -4.04539 -1.00945 -0.50 -0.26 -1.33
H 4.78190 -2.78550 -3.16302 0.40 0.22 0.37
H 6.53307 -1.00771 -3.58305 0.47 0.10 -0.17
H 5.82832 1.43518 -3.68327 0.46 0.34 -0.39
H 3.39451 1.92221 -3.77127 0.13 -0.23 0.25
C -1.84694 -7.56838 0.23082 -1.68 -1.72 0.96
C -0.61592 -6.87502 0.67231 0.79 0.56 -0.49
C 0.37113 -7.45576 1.48268 -1.16 -0.47 -0.33
C 1.50066 -6.73927 1.77942 0.70 0.79 0.37
C 1.63764 -5.39876 1.36815 -0.48 -0.29 -0.23
C 0.67496 -4.78726 0.56982 -0.16 -0.58 -0.14
C -0.38822 -5.59763 0.16069 -0.91 0.86 0.26
S 3.02211 -4.40945 1.83381 -0.60 3.45 0.57
O 3.56481 -4.97337 3.05986 -0.03 -0.15 -0.23
O 3.91650 -4.29301 0.70181 0.54 -0.92 -0.41
N 2.36636 -2.89789 1.93670 -0.54 -2.75 -0.45
C 2.36574 -2.09297 2.97878 1.01 0.80 1.39
C 3.49794 -2.04541 3.87556 0.06 0.46 0.78
C 3.66037 -0.92648 4.71116 -0.30 -2.06 -0.65
C 2.65210 0.04171 4.73820 -0.12 -0.31 -0.35
C 1.50969 -0.17745 3.97094 -0.13 0.67 0.21
N 1.34559 -1.17325 3.13303 0.63 -1.41 -0.90
H -2.39633 -8.14212 1.07388 0.74 1.19 -0.95
H -1.67617 -8.38642 -0.47425 0.37 0.14 -0.23
H -2.55172 -6.88400 -0.25894 0.14 -0.14 0.30
H 0.18094 -8.46714 1.88456 0.37 0.55 -0.20
H 2.26958 -7.19087 2.38867 0.14 0.11 0.11
H 0.76645 -3.73189 0.22545 -0.01 -1.06 0.39
H -1.18258 -5.12259 -0.45543 0.66 -0.40 0.35
H 4.19262 -2.92018 3.86269 -0.54 1.14 0.02
H 4.52205 -0.94731 5.38895 -0.27 0.47 -0.27
H 2.76835 0.92465 5.30819 -0.07 0.77 0.63
H 0.62240 0.49133 3.99297 0.77 -0.11 0.27
O -2.38392 -2.52346 -0.43318 -0.23 -0.50 -0.70
N -2.98763 -2.87525 -1.50953 0.59 0.05 0.14
C -4.36148 -2.97861 -1.46367 1.02 0.29 -1.17
C -5.11405 -3.03390 -2.60009 0.09 -0.19 -3.05
C -4.43315 -3.16372 -3.89657 1.47 0.09 3.13
C -3.00560 -3.30805 -3.84061 -1.13 0.24 -0.66
C -2.28244 -3.12868 -2.68832 -0.15 0.27 1.75
H -4.78374 -2.81371 -0.51597 -0.21 0.09 1.09
H -6.22874 -2.93770 -2.51567 1.27 -0.16 -0.19
H -4.85053 -2.99688 -4.85790 -0.82 -0.31 -0.45
H -2.38740 -3.49177 -4.73176 -0.56 0.26 0.28
H -1.16605 -3.07551 -2.60971 -1.04 -0.08 -0.16
```
Positions in Å, forces in eV/Å.

Values from the calculation:
HOMO energy (alpha / beta)   -2.14 / -2.14 eV
Molecular weight   1062.20 g mol⁻¹
Relative energy (zero: lowest compared OMol25 entry of this formula, charge and spin)   14.1 kcal per mole
Spin multiplicity   2
Lowest unoccupied orbital energy (alpha / beta)   3.4 / 1.5 eV
Electronic energy   -162839.83534 eV
Net charge   -2